1.
12
Properties=species:S:1:pos:R:3 method="wB97M-V/def2-TZVPD" total_energy_ev=-9348.6004 spin_multiplicity=1 lumo_energy_ev=0.41
H -1.061 -0.009 0.569
C -0.556 -0.430 -0.335
O -0.643 1.257 -1.919
O -0.793 -1.542 -0.730
O 1.403 -0.661 1.247
H -0.961 0.591 -2.543
H 1.117 0.140 -1.608
H 0.310 0.484 2.506
C 0.485 -0.492 2.013
H -0.250 -1.287 2.244
C 0.280 0.600 -1.068
H 0.670 1.349 -0.376


2.
70
Properties=species:S:1:pos:R:3 method="wB97M-V/def2-TZVPD" total_energy_ev=-161733.6916 s2=0.825 charge=+4 spin_multiplicity=2 lumo_energy_ev="-13.48 / -13.19"
H -2.817 1.663 3.554
O 0.005 -0.669 -0.882
H 1.980 1.413 -2.918
H -4.333 -1.163 2.066
Se -2.114 4.672 1.561
Ge 2.820 1.999 0.626
O 1.664 0.737 1.386
Sb -1.809 -0.404 2.212
C -2.147 0.863 3.861
C 0.675 -3.581 -4.581
C 1.372 3.090 -1.693
C -5.178 2.697 -2.208
C 3.779 0.052 2.422
C -3.719 -0.622 1.346
H 0.803 -4.406 -5.322
C -2.757 1.994 -0.874
N -3.133 4.085 0.400
H 1.222 4.823 -0.395
C 1.964 -1.589 2.041
H -1.236 -5.023 -2.138
H 2.906 4.357 -0.759
H 0.075 3.861 -3.180
H -0.708 3.696 -1.617
H -2.306 -2.610 3.528
C -4.465 1.542 -2.552
H -1.226 1.272 4.259
C -3.282 1.211 -1.885
H -2.635 0.263 4.629
H -1.058 -5.680 -3.771
H -4.836 0.902 -3.341
H 0.621 0.048 3.854
C -1.397 -2.301 3.010
H 2.360 -2.287 2.781
C 0.348 -4.324 -3.393
H 1.620 -3.044 -4.538
H -0.388 2.253 -2.634
W -0.094 0.734 0.126
H 3.347 2.284 -2.172
H 2.161 -0.366 4.582
H 2.424 -1.828 1.082
H -4.169 0.349 1.150
C 1.697 0.229 3.794
C 2.280 -0.177 2.457
H 4.252 -0.615 3.146
H 0.901 -1.765 1.966
C -3.441 3.158 -0.518
H -6.094 2.948 -2.724
H -3.659 -1.192 0.423
H -2.757 0.309 -2.174
H 4.062 1.064 2.723
H -0.114 -2.937 -4.960
O 1.248 2.172 -0.476
C -4.660 3.481 -1.207
N -1.569 1.565 -0.286
H -0.574 -2.266 3.722
C 2.351 2.395 -2.615
H 1.600 -5.835 -3.113
H 1.122 -5.128 -1.564
H 4.221 -0.197 1.451
C -1.012 -4.746 -3.165
H 2.339 -4.316 -2.591
H 1.937 5.135 -1.970
C 1.405 -4.872 -2.583
C 1.886 4.411 -1.156
H 2.488 2.999 -3.513
H -1.774 -4.077 -3.560
H 1.896 1.279 4.013
H -5.136 4.396 -0.877
C -0.005 3.220 -2.302
H -1.173 -2.994 2.201


3.
51
Properties=species:S:1:pos:R:3 method="wB97M-V/def2-TZVPD" total_energy_ev=-91017.5091 spin_multiplicity=1 lumo_energy_ev="-3.70 / -3.72"
C 2.240 5.039 -4.379
H 1.699 -2.579 2.569
O -0.495 4.683 -2.053
C 2.916 3.828 -4.245
C -3.311 -3.019 1.826
C 1.103 -1.718 2.836
O 0.733 0.755 -2.198
C 1.295 3.127 -2.589
N 1.800 1.111 -1.125
C -0.447 0.531 3.365
C 1.108 5.292 -3.635
C -0.199 -0.417 4.371
H -2.691 -0.969 1.643
H -0.635 -0.271 5.347
O -3.767 -0.237 -0.864
O -3.848 2.151 -1.073
H 0.948 -1.304 -1.278
H 0.735 -5.058 0.100
O -0.143 2.390 -0.789
H 0.567 6.224 -3.731
H 2.600 5.787 -5.073
H -1.486 -5.707 0.856
C 0.834 2.046 -1.665
C 0.775 -0.742 1.788
H 2.322 -3.387 -0.658
H 2.939 1.937 -3.246
O -2.319 1.112 0.509
C 0.607 -1.538 4.088
C -0.838 -3.674 0.694
N 0.093 0.454 2.180
Cl -3.006 0.989 -0.967
C -0.153 -1.361 0.657
C 2.434 2.888 -3.358
C -2.975 -4.345 1.586
C 1.026 -1.633 -0.237
H -3.677 -5.132 1.829
C -1.746 -4.670 1.032
H 3.802 3.623 -4.828
C 0.492 -4.005 0.176
H -4.277 -2.771 2.243
H -1.090 1.382 3.559
H 2.850 -0.611 0.777
C 1.376 -3.087 -0.222
C -1.190 -2.324 0.937
H -0.723 3.959 -1.443
Co -0.435 0.969 0.344
C -2.420 -2.007 1.512
N 1.362 0.742 0.096
C 1.776 -0.546 0.600
H 0.816 -2.256 4.870
C 0.621 4.346 -2.732


4.
15
Properties=species:S:1:pos:R:3 method="wB97M-V/def2-TZVPD" total_energy_ev=-18194.6473 spin_multiplicity=1 lumo_energy_ev=0.76
C 1.994 1.109 0.794
H -1.072 -2.172 -0.015
H 2.644 1.206 -0.092
H -3.100 -1.495 -0.366
C 0.661 0.506 0.883
H -2.581 0.264 -0.587
C 0.108 -0.354 -0.499
H 0.968 -1.035 -0.553
H 2.267 1.904 1.418
C -2.366 -0.784 -0.450
C -1.120 -1.156 -0.271
H -0.103 1.301 -1.585
H -0.294 0.804 1.276
O 0.144 0.388 -1.688
S 1.850 -0.485 1.735


Energy above the lowest of the compared OMol25 structures with the same formula, charge and spin values, unit kJ/mol, following the record order: 262.08, 0.00, 792.34, 256.20.